(1)
117
Properties=species:S:1:pos:R:3:forces:R:3:mulliken_spin:R:1 method="wB97M-V/def2-TZVPD" fmax_ev_per_a=2.7 e_lumo_ev="1.87 / 0.54" multiplicity=8 s_squared=16.0530 charge=-1
Gd -20.7925 -0.6137 10.2017 0.4 -1.3 0.4 6.67
C -19.0590 -8.9605 12.1348 0.7 0.3 0.8 0.00
C -18.2980 -8.4302 13.4124 -0.4 -0.2 -0.4 0.00
C -19.0691 -8.9634 14.6592 -1.1 1.0 0.1 0.00
C -16.8521 -8.9645 13.4779 0.9 1.1 -0.4 0.00
P -18.4602 -6.5306 13.2087 -0.6 0.7 1.1 0.00
C -17.0424 -6.0021 12.0396 -0.3 -0.3 -0.1 0.00
N -17.5088 -5.7913 10.6523 -0.9 1.0 -0.3 0.00
B -18.1682 -4.5803 10.1083 -0.1 -1.3 -1.1 0.00
N -18.5759 -4.9741 8.7139 0.3 0.6 0.9 0.01
C -18.8923 -4.0412 7.6109 -0.9 -0.5 -1.2 0.00
P -20.5432 -3.0102 7.5678 -0.5 0.0 0.5 0.02
C -22.1123 -4.1972 7.5912 1.1 -0.7 0.5 0.00
C -21.6980 -5.5918 7.0854 -1.7 -0.3 0.1 0.00
C -22.4083 -4.4429 9.1050 0.4 0.9 -0.2 0.00
C -23.4335 -3.7375 6.9661 1.1 0.0 -2.5 0.00
C -20.3729 -2.2986 5.8094 -0.1 -0.9 0.5 0.00
C -21.5564 -1.3521 5.6029 -0.5 -0.4 -0.7 0.00
C -19.1132 -1.4640 5.8250 2.2 1.2 0.7 0.00
C -20.3484 -3.3749 4.7183 0.1 0.1 -0.4 0.00
C -18.2324 -6.3383 8.5171 -1.4 0.2 -0.5 0.00
C -18.5831 -7.2429 7.4582 0.5 2.0 -0.2 0.00
C -18.0373 -8.5190 7.4808 0.1 1.5 0.8 0.00
C -17.2543 -8.9133 8.5848 -0.3 -0.4 -1.2 0.00
C -17.0624 -8.0890 9.6690 0.8 -0.4 0.9 0.00
C -17.6013 -6.8100 9.6701 0.5 0.6 0.4 0.00
C -18.0477 -5.6434 14.9649 -0.1 -0.1 -0.8 0.00
C -16.8148 -6.2319 15.6129 0.5 1.1 0.7 0.00
C -17.8254 -4.1287 14.6748 1.5 -1.2 0.8 0.00
C -19.2234 -5.7288 15.9911 1.0 -1.2 -0.7 0.00
H -18.6704 -9.9439 11.9587 0.3 -0.7 -0.5 0.00
H -19.0011 -8.3564 11.2218 0.2 -0.1 0.4 0.00
H -20.0932 -9.1012 12.3713 -0.8 0.2 0.1 0.00
H -19.3279 -10.0402 14.5936 0.5 0.4 -0.3 0.00
H -20.0834 -8.4396 14.7467 1.4 -0.5 0.0 0.00
H -18.5004 -8.8092 15.5970 -0.3 0.0 -0.5 0.00
H -16.7740 -9.9337 13.9641 -0.3 -0.5 -0.3 0.00
H -16.2717 -8.3104 14.1895 -0.2 -0.5 -1.2 0.00
H -16.3772 -9.0094 12.4329 -0.5 0.1 1.8 0.00
H -16.2323 -6.7290 12.0381 0.1 0.0 0.0 0.00
H -16.6215 -5.0617 12.4132 -0.2 -0.2 -0.1 0.00
H -18.8312 -4.5243 6.5875 0.1 0.0 1.4 0.00
H -18.1559 -3.2357 7.5452 0.0 -0.1 0.4 0.00
H -20.8744 -5.9522 7.6798 0.4 -0.2 0.0 0.00
H -21.5181 -5.7083 6.0052 0.1 0.2 0.4 0.00
H -22.5805 -6.2335 7.3772 0.9 0.2 -0.6 0.00
H -21.5072 -4.6203 9.6670 0.7 0.2 0.3 0.00
H -22.9597 -5.3519 9.2933 -0.7 -0.2 -0.4 0.00
H -22.9144 -3.5835 9.5472 0.0 -0.1 0.0 0.00
H -23.4353 -3.7126 5.7995 0.1 -0.1 1.9 0.00
H -23.7454 -2.7795 7.3189 -0.1 0.6 0.2 0.00
H -24.1624 -4.4596 7.2720 -0.6 -0.5 0.1 0.00
H -21.9889 -1.0744 6.5612 -0.2 0.3 -0.1 0.00
H -22.3335 -1.8778 5.0035 0.3 0.5 0.5 0.00
H -21.2341 -0.4561 5.0462 -0.2 -0.3 0.2 0.00
H -19.0861 -0.7463 6.7101 -0.2 -0.8 -1.0 0.00
H -18.9779 -0.8368 4.9186 -0.5 -0.3 0.3 0.00
H -18.1202 -1.9930 5.9098 -1.1 0.0 -0.1 0.00
H -21.2976 -3.9343 4.6187 0.4 0.4 0.1 0.00
H -19.5458 -4.1030 4.8615 0.0 0.0 0.0 0.00
H -20.1301 -2.8719 3.7626 -0.2 -0.2 0.1 0.00
H -19.1282 -6.8464 6.5387 0.8 -0.7 1.4 0.00
H -18.1665 -9.0332 6.5616 0.1 -1.1 -0.3 0.00
H -16.7486 -9.8657 8.5148 0.0 -0.1 0.3 0.00
H -16.4351 -8.4529 10.5106 -0.6 0.4 -0.7 0.00
H -15.8876 -5.8786 15.1485 -0.1 -0.1 -0.1 0.00
H -16.7624 -7.2945 15.6644 -0.3 -0.8 0.0 0.00
H -16.8071 -5.8777 16.6528 0.3 0.0 0.0 0.00
H -16.8052 -3.9404 14.3104 -0.3 -0.1 -0.3 0.00
H -17.8534 -3.5387 15.5995 -0.5 -0.1 -0.1 0.00
H -18.5236 -3.8123 13.9538 -1.0 0.9 -0.8 0.00
H -19.3934 -6.7705 16.3009 0.1 0.3 0.0 0.00
H -20.1377 -5.3878 15.5596 -0.7 0.6 -0.2 0.00
H -18.9189 -5.1552 16.8722 -0.3 0.1 -0.1 0.00
S -13.1370 -0.9985 12.3338 -1.1 -0.5 -0.6 0.00
C -14.5773 -1.2456 11.5236 0.5 -0.4 -0.2 0.00
S -15.5301 -2.7636 11.4712 1.3 0.5 0.8 0.00
C -16.9565 -2.1435 10.7336 -0.1 1.7 -0.2 0.00
C -16.8706 -0.8337 10.3412 -0.4 -0.8 -0.5 0.00
S -18.1617 0.1125 9.6864 0.3 0.5 -0.3 0.05
S -15.2872 -0.0512 10.4705 -0.6 -0.6 0.8 0.00
S -18.5464 -2.8987 10.9597 1.1 -1.4 -0.7 0.04
F -22.2908 4.0704 9.5227 -0.1 0.3 0.4 0.00
C -21.9940 3.3606 10.6038 1.0 -2.1 1.1 0.01
C -22.3311 3.7005 11.9279 -0.3 1.8 -1.0 -0.01
F -22.8760 4.9535 12.1221 0.2 -1.2 -0.1 0.00
C -21.9629 2.9587 13.0527 0.8 0.6 -0.1 0.02
F -22.1645 3.5570 14.2407 -0.2 -0.2 -0.2 0.00
C -21.2057 1.8074 12.9249 -0.3 -0.7 0.0 -0.01
P -20.3177 0.8449 14.2596 -0.2 0.0 -1.4 0.00
C -19.1964 2.1807 14.6960 1.5 -0.1 0.7 0.00
C -18.6139 2.9953 13.7286 -0.3 1.2 -1.1 0.00
C -17.5998 3.9001 14.0492 -0.5 0.4 0.5 0.00
C -17.2616 4.0882 15.3722 0.4 -0.5 -0.1 0.00
C -17.7312 3.2024 16.3434 0.6 1.6 0.5 0.00
C -18.6010 2.2152 15.9798 -0.5 -0.8 0.0 0.00
C -21.6390 0.8607 15.4641 -0.4 0.6 0.8 0.00
C -22.8165 0.2824 14.9969 -0.4 0.5 0.2 0.00
C -24.0009 0.3542 15.7188 1.0 -0.3 -0.5 0.00
C -23.9552 0.9180 16.9915 -1.5 0.4 0.4 0.00
C -22.8329 1.6241 17.4192 1.2 -1.3 0.1 0.00
C -21.6331 1.5319 16.6815 -0.4 0.3 0.3 0.00
C -21.0210 1.3510 11.6288 0.6 0.1 -2.3 0.21
Br -23.3117 -0.8141 9.0935 -0.3 0.4 0.0 0.03
C -21.2758 2.1325 10.5163 -1.6 1.1 0.4 -0.06
F -21.0392 1.6337 9.1976 0.0 0.6 1.3 0.00
H -18.9924 3.1254 12.6946 0.1 -0.8 0.7 0.00
H -17.1681 4.6040 13.3393 -0.3 -0.4 -0.2 0.00
H -16.5510 4.8672 15.5805 0.1 0.2 0.4 0.00
H -17.4804 3.4243 17.3976 0.0 -0.7 -0.7 0.00
H -18.7947 1.4377 16.7207 -0.4 0.2 -0.2 0.00
H -22.8332 -0.1279 14.0036 0.0 -0.3 -0.3 0.00
H -24.8694 -0.0231 15.1786 -0.1 0.0 0.8 0.00
H -24.8729 0.8213 17.6225 0.9 0.5 -0.5 0.00
H -22.7519 2.0659 18.4081 -0.4 0.1 -0.1 0.00
H -20.7018 2.0072 17.0501 -1.0 -0.2 -0.3 0.00
Cl -21.3433 -2.2464 12.0992 -0.4 0.0 0.3 0.04

***

(2)
114
Properties=species:S:1:pos:R:3:forces:R:3:lowdin_charge:R:1 method="wB97M-V/def2-TZVPD" fmax_ev_per_a=0.8 e_lumo_ev=1.86 e_above_lowest_ev=0.000 charge=-1
Ba -0.4063 -0.3384 -0.1581 0.1 -0.1 0.8 1.63
N -3.3712 -0.8601 -0.4080 0.2 0.2 -0.1 -0.06
C -3.6563 -0.8927 -1.8449 0.0 -0.1 0.0 -0.20
C -2.6247 -1.7429 -2.6201 -0.1 -0.1 -0.1 -0.71
O -3.0216 -2.3302 -3.6307 0.0 0.1 0.0 -0.02
O -1.4458 -1.7298 -2.1518 0.3 0.2 0.1 -0.27
H -3.4820 -1.7793 0.0046 0.0 0.0 0.0 0.06
H -3.9862 -0.2320 0.0948 0.0 0.0 0.0 0.07
H -3.5621 0.1283 -2.2298 0.0 0.0 0.0 0.11
H -4.6553 -1.2556 -2.1003 0.0 0.0 0.0 0.10
S -1.7892 -0.2052 2.8496 0.0 -0.1 -0.1 0.48
C -2.3477 -1.8207 3.1165 -0.1 -0.1 -0.1 -0.84
N -3.1043 -2.2102 4.0955 -0.1 0.0 0.1 0.03
N -3.4768 -1.2496 4.9540 0.1 0.0 0.0 -0.04
C -4.2648 -1.5315 6.0429 0.0 0.0 0.1 -0.25
C -4.7253 -2.8250 6.3128 0.0 0.0 0.0 -0.04
C -5.5182 -3.0518 7.4255 0.0 0.0 0.0 -0.11
C -5.8705 -2.0217 8.2867 0.0 0.0 0.0 -0.13
C -5.4110 -0.7379 8.0160 0.0 0.0 0.0 -0.12
C -4.6189 -0.4894 6.9110 0.0 0.0 0.0 -0.04
N -2.0572 -2.9513 2.2973 0.0 0.2 0.2 0.02
N -1.3139 -2.7594 1.3257 -0.1 -0.1 -0.2 -0.04
C -1.1110 -3.9411 0.5329 0.0 0.1 0.0 -0.26
C -1.9429 -5.0553 0.6230 0.1 -0.1 -0.1 -0.03
C -1.7176 -6.1366 -0.2131 -0.1 0.0 0.1 -0.09
C -0.6782 -6.1099 -1.1328 0.1 0.0 -0.1 -0.09
C 0.1429 -4.9967 -1.2211 0.0 0.0 0.0 -0.07
C -0.0744 -3.9087 -0.3909 -0.1 0.0 0.0 -0.08
H -3.1325 -0.3099 4.7682 0.0 0.0 0.0 0.04
H -4.4494 -3.6255 5.6425 0.0 0.0 0.0 0.09
H -5.8682 -4.0583 7.6232 0.0 0.0 0.0 0.09
H -6.4907 -2.2141 9.1524 0.0 0.0 0.0 0.09
H -5.6732 0.0816 8.6745 0.0 0.0 0.0 0.09
H -4.2639 0.5139 6.7055 0.0 0.0 0.0 0.10
H -2.7531 -5.0535 1.3375 0.0 0.0 0.0 0.10
H -2.3673 -7.0014 -0.1559 0.0 0.0 0.0 0.10
H -0.5202 -6.9535 -1.7935 0.0 0.0 0.0 0.10
H 0.9445 -4.9600 -1.9470 0.0 0.0 0.0 0.11
H 0.5770 -3.0456 -0.4542 0.0 0.0 0.0 0.06
O -0.1362 2.5923 0.0508 -0.1 -0.1 -0.1 -0.61
S -0.2046 3.5408 -1.1040 0.0 0.2 0.0 0.99
C 1.5176 3.9673 -1.5339 -0.1 0.1 0.0 -0.30
C 2.2085 2.8398 -2.2799 -0.1 -0.1 0.0 -0.24
C 1.6964 2.6806 -3.7191 -0.1 0.0 0.1 -0.23
C 1.8114 1.2452 -4.2134 -0.1 0.0 0.0 -0.27
S 0.4790 0.2012 -3.4931 0.0 0.0 -0.1 0.98
O -0.1161 1.0773 -2.4120 0.0 -0.1 -0.1 -0.76
C -0.7024 0.3231 -4.8287 0.0 -0.1 0.0 -0.38
C -1.6117 1.3675 -4.8621 0.0 0.0 0.0 -0.07
C -2.5418 1.4152 -5.8898 0.0 0.0 0.0 -0.08
C -2.5645 0.4192 -6.8564 0.0 0.0 0.0 -0.08
C -1.6679 -0.6377 -6.7920 0.0 0.0 0.0 -0.07
C -0.7350 -0.6949 -5.7678 0.0 0.0 0.0 -0.07
C -0.5873 5.1373 -0.3672 0.0 0.0 -0.1 -0.37
C -0.8290 6.2300 -1.1894 0.0 0.0 0.0 -0.09
C -1.1410 7.4548 -0.6215 0.0 0.0 0.0 -0.09
C -1.2252 7.5783 0.7600 0.0 0.0 0.0 -0.09
C -1.0025 6.4751 1.5705 0.0 0.0 0.0 -0.07
C -0.6848 5.2455 1.0085 0.0 0.0 0.0 -0.06
H 1.9998 4.2099 -0.5845 0.0 0.0 0.0 0.10
H 1.4452 4.8792 -2.1346 0.0 0.0 0.0 0.09
H 2.0750 1.9099 -1.7230 0.0 0.0 0.0 0.07
H 3.2853 3.0275 -2.2870 0.0 0.0 0.0 0.12
H 2.2492 3.3423 -4.3911 0.0 0.0 0.0 0.12
H 0.6482 2.9879 -3.7749 0.0 0.0 0.0 0.09
H 2.7477 0.7927 -3.8945 0.0 0.0 0.0 0.06
H 1.7175 1.1552 -5.2956 0.0 0.0 0.0 0.09
H -1.6063 2.1041 -4.0681 0.0 0.0 0.0 0.10
H -3.2639 2.2214 -5.9238 0.0 0.0 0.0 0.10
H -3.3047 0.4490 -7.6458 0.0 0.0 0.0 0.10
H -1.7190 -1.4389 -7.5173 0.0 0.0 0.0 0.10
H -0.0695 -1.5437 -5.6718 0.0 0.0 0.0 0.12
H -0.7820 6.1240 -2.2678 0.0 0.0 0.0 0.11
H -1.3278 8.3109 -1.2571 0.0 0.0 0.0 0.10
H -1.4752 8.5343 1.2017 0.0 0.0 0.0 0.10
H -1.0807 6.5660 2.6462 0.0 0.0 0.0 0.11
H -0.5212 4.3663 1.6172 0.0 0.0 0.0 0.09
C 2.5780 -3.3955 1.3484 0.0 0.0 0.0 -0.12
N 1.8446 -2.3783 2.0887 0.1 0.0 0.0 -0.24
C 1.2005 -2.9797 3.2454 0.0 0.0 0.0 -0.11
C 2.7952 -1.3478 2.4889 -0.1 0.0 0.1 -0.21
C 2.1856 -0.1280 3.1594 0.1 0.0 -0.1 -0.20
N 1.6054 0.8518 2.2436 0.1 0.1 0.0 -0.27
C 2.6485 1.5208 1.4709 0.0 0.0 0.0 -0.11
C 0.9141 1.8590 3.0425 0.0 0.0 -0.1 -0.14
H 3.4221 -3.7962 1.9392 0.0 0.0 0.0 0.09
H 2.9664 -2.9626 0.4255 0.0 0.0 0.0 0.07
H 1.9194 -4.2263 1.0965 0.0 0.0 0.0 0.07
H 1.9419 -3.3319 3.9864 0.0 0.0 0.0 0.09
H 0.6093 -3.8375 2.9260 0.0 0.0 0.0 0.08
H 0.5255 -2.2754 3.7298 0.0 0.0 0.0 0.06
H 3.3496 -1.0504 1.5984 0.0 0.0 0.0 0.09
H 3.5285 -1.7900 3.1912 0.0 0.0 0.0 0.12
H 2.9790 0.3610 3.7563 0.0 0.0 0.0 0.12
H 1.4092 -0.4250 3.8656 0.0 0.0 -0.1 0.10
H 3.3679 2.0290 2.1390 0.0 0.0 0.0 0.09
H 2.1805 2.2674 0.8286 0.0 0.0 0.0 0.06
H 3.1771 0.8197 0.8293 0.0 0.0 0.0 0.04
H 1.6253 2.3915 3.6990 0.0 0.0 0.0 0.09
H 0.1459 1.3916 3.6541 0.0 0.0 0.0 0.02
H 0.4432 2.5826 2.3777 0.0 0.0 0.0 0.05
C 2.4037 -0.7120 -1.0234 -0.2 0.0 -0.2 -0.15
C 3.4262 -0.4727 -1.6662 0.1 -0.1 0.2 -0.24
C 4.6327 -0.1717 -2.3719 0.1 0.0 -0.1 -0.29
C 4.9852 -0.8703 -3.5358 0.0 0.0 0.0 -0.06
C 6.1336 -0.5489 -4.2416 0.0 0.0 0.0 -0.10
C 6.9634 0.4766 -3.8075 0.0 0.0 0.0 -0.12
C 6.6320 1.1745 -2.6531 0.0 0.0 0.0 -0.10
C 5.4849 0.8565 -1.9446 0.0 0.0 0.0 -0.05
H 4.3381 -1.6707 -3.8726 0.0 0.0 0.0 0.11
H 6.3829 -1.1045 -5.1378 0.0 0.0 0.0 0.10
H 7.8600 0.7267 -4.3604 0.0 0.0 0.0 0.09
H 7.2743 1.9731 -2.3011 0.0 0.0 0.0 0.09
H 5.2275 1.3987 -1.0428 0.0 0.0 0.0 0.11

***

(3)
114
Properties=species:S:1:pos:R:3:forces:R:3:lowdin_charge:R:1 method="wB97M-V/def2-TZVPD" fmax_ev_per_a=2.5 e_lumo_ev=1.73 e_above_lowest_ev=1.245 charge=-1
Ba 0.8923 0.2747 -0.1298 1.3 -1.9 -1.0 1.61
N -0.0055 2.7877 -1.1670 -0.2 0.1 -0.1 -0.08
C -0.8804 3.3575 -0.1486 -0.1 0.1 0.0 -0.19
C -1.6766 2.2804 0.5997 0.0 -0.1 0.1 -0.68
O -2.7058 2.5934 1.1984 -0.1 0.1 0.1 0.00
O -1.1503 1.1143 0.5838 -1.6 0.7 0.7 -0.43
H 0.7817 3.3871 -1.3799 0.0 -0.1 0.0 0.07
H -0.5095 2.6173 -2.0295 0.1 0.0 0.0 0.06
H -1.5872 4.1103 -0.5147 0.1 0.0 0.0 0.11
H -0.2497 3.8316 0.6091 0.0 0.0 0.0 0.12
S 2.1263 0.7144 -3.0764 -0.2 0.1 -0.1 0.46
C 0.8660 0.5283 -4.2185 0.0 -0.2 0.1 -0.90
N 1.1029 0.4061 -5.4832 0.3 0.3 -0.1 0.00
N 0.0070 0.3227 -6.3510 -0.4 -0.6 0.1 -0.03
C -0.8963 1.3190 -6.6155 0.1 0.3 -0.2 -0.29
C -1.8592 1.1048 -7.6138 0.0 0.0 0.0 -0.06
C -2.7960 2.0760 -7.9140 0.0 0.0 0.0 -0.12
C -2.8056 3.2893 -7.2375 0.0 0.0 0.0 -0.13
C -1.8419 3.5096 -6.2614 -0.1 0.1 0.0 -0.10
C -0.8965 2.5502 -5.9487 0.0 -0.1 0.0 -0.04
N -0.5478 0.4590 -3.8720 0.2 -0.1 0.2 0.03
N -0.8556 -0.1343 -2.8309 -0.1 0.2 -0.4 0.06
C -2.2881 -0.3331 -2.7726 0.2 0.0 0.1 -0.23
C -2.8690 -0.5466 -1.5337 -0.1 0.0 0.0 -0.02
C -4.2366 -0.7714 -1.4508 0.0 0.0 0.0 -0.06
C -5.0078 -0.8031 -2.6033 0.0 0.0 0.0 -0.09
C -4.4137 -0.6023 -3.8438 0.0 0.0 0.0 -0.08
C -3.0530 -0.3697 -3.9351 -0.1 0.0 -0.1 -0.02
H 0.1983 -0.3097 -7.1077 0.1 0.1 -0.1 0.12
H -1.8703 0.1572 -8.1420 0.0 0.0 0.0 0.10
H -3.5329 1.8777 -8.6836 0.0 0.0 0.0 0.09
H -3.5463 4.0437 -7.4631 0.0 0.0 0.0 0.09
H -1.8237 4.4513 -5.7266 0.0 0.0 0.0 0.10
H -0.1492 2.7464 -5.1937 0.0 0.0 0.0 0.10
H -2.2590 -0.4730 -0.6450 0.0 0.0 0.1 0.07
H -4.6989 -0.9113 -0.4828 0.0 0.0 0.1 0.09
H -6.0736 -0.9829 -2.5356 0.0 0.0 0.0 0.10
H -5.0116 -0.6274 -4.7461 0.0 0.0 0.0 0.10
H -2.5733 -0.2089 -4.8921 0.0 0.0 0.0 0.10
O 1.3949 -0.3575 2.5562 -0.2 0.1 0.3 -0.64
S 1.4925 -0.6490 4.0080 0.2 -0.2 -0.1 0.98
C 0.6851 -2.2811 4.2094 0.0 0.0 0.0 -0.30
C -0.8342 -2.2888 4.2137 0.0 0.1 0.0 -0.23
C -1.4395 -3.6408 3.8387 0.0 0.0 0.0 -0.22
C -1.2673 -4.0935 2.3888 0.0 0.0 0.0 -0.32
S -1.6650 -2.9199 1.0561 0.0 0.2 0.2 0.97
O -0.6340 -1.8374 1.1372 -0.2 -0.4 -0.1 -0.61
C -3.1847 -2.2297 1.7247 0.1 0.0 0.0 -0.39
C -4.3210 -3.0195 1.8545 0.0 0.0 0.0 -0.10
C -5.4930 -2.4406 2.3126 0.0 0.0 0.0 -0.09
C -5.5279 -1.0825 2.6140 0.0 0.0 0.0 -0.08
C -4.3939 -0.3018 2.4563 0.0 0.0 0.0 -0.05
C -3.2085 -0.8747 2.0114 0.0 0.0 0.0 -0.07
C 0.2951 0.3730 4.8624 0.0 -0.1 0.0 -0.39
C -0.5497 1.1761 4.1213 -0.1 0.0 0.0 -0.05
C -1.4895 1.9592 4.7842 0.1 -0.1 -0.1 -0.05
C -1.5555 1.9386 6.1681 0.0 0.0 0.0 -0.08
C -0.6859 1.1403 6.9034 0.0 0.0 0.0 -0.09
C 0.2494 0.3549 6.2509 0.0 0.0 0.0 -0.10
H 1.1162 -2.7421 5.1013 0.0 0.0 0.0 0.09
H 1.0795 -2.7992 3.3318 0.1 0.0 0.0 0.08
H -1.1906 -1.5201 3.5325 0.0 0.0 -0.1 0.08
H -1.2010 -2.0167 5.2060 0.0 0.0 0.0 0.12
H -2.5066 -3.6156 4.0690 0.0 0.0 0.0 0.11
H -1.0064 -4.4239 4.4719 0.0 0.0 0.0 0.12
H -1.8801 -4.9741 2.1851 0.0 0.0 0.0 0.09
H -0.2353 -4.3656 2.1540 0.0 0.0 0.0 0.08
H -4.2975 -4.0707 1.5916 0.0 0.0 0.0 0.11
H -6.3851 -3.0444 2.4202 0.0 0.0 0.0 0.10
H -6.4510 -0.6324 2.9556 0.0 0.0 0.0 0.10
H -4.4114 0.7647 2.6395 0.0 0.0 0.0 0.11
H -2.3329 -0.2584 1.8421 0.1 0.1 -0.1 0.08
H -0.4937 1.1696 3.0423 0.0 0.0 -0.2 0.10
H -2.1638 2.5654 4.1940 0.0 0.1 0.0 0.11
H -2.2849 2.5511 6.6825 0.0 0.0 0.0 0.10
H -0.7344 1.1345 7.9845 0.0 0.0 0.0 0.10
H 0.9350 -0.2659 6.8163 0.0 0.0 0.0 0.11
C 0.8702 -3.8799 -1.1097 0.0 -0.1 0.0 -0.12
N 1.5408 -2.8518 -1.8735 0.0 0.1 0.0 -0.26
C 1.0538 -2.8603 -3.2422 0.0 0.0 0.0 -0.11
C 2.9873 -3.0204 -1.8819 0.0 -0.1 0.0 -0.21
C 3.6499 -2.8739 -0.5220 0.0 0.0 0.0 -0.22
N 3.5978 -1.5353 0.0386 0.0 0.0 0.1 -0.29
C 4.4517 -0.6112 -0.6978 0.0 0.0 0.0 -0.12
C 4.0263 -1.5731 1.4265 0.0 0.0 0.0 -0.12
H 1.1289 -4.8983 -1.4587 0.0 0.0 0.0 0.09
H -0.2073 -3.7520 -1.2095 0.0 0.0 0.0 0.06
H 1.1161 -3.8035 -0.0511 0.0 0.0 0.0 0.06
H 1.2768 -3.8197 -3.7445 0.0 0.0 0.0 0.09
H 1.5190 -2.0498 -3.8001 0.0 0.0 0.0 0.05
H -0.0256 -2.7118 -3.2519 0.0 0.0 0.0 0.08
H 3.3973 -2.2912 -2.5815 0.0 0.0 0.0 0.10
H 3.2482 -4.0248 -2.2721 0.0 0.0 0.0 0.12
H 4.7025 -3.2086 -0.6083 0.0 0.0 -0.1 0.12
H 3.1717 -3.5541 0.1868 0.0 0.0 0.0 0.10
H 5.4899 -0.9856 -0.7460 0.0 0.0 0.0 0.09
H 4.4400 0.3568 -0.1980 0.0 0.0 0.0 0.06
H 4.0823 -0.4664 -1.7101 0.0 0.0 0.0 0.01
H 5.0614 -1.9490 1.5209 0.0 0.0 0.0 0.09
H 3.3667 -2.2268 1.9988 0.0 0.0 0.0 0.07
H 3.9688 -0.5729 1.8523 0.0 0.0 0.0 0.07
C 2.5978 2.0284 0.8338 0.6 0.7 0.3 -0.25
C 3.4455 2.8291 1.2164 0.1 0.1 0.1 -0.22
C 4.4359 3.7619 1.6558 0.0 0.0 0.0 -0.28
C 4.2784 4.4813 2.8473 0.0 0.0 0.0 -0.05
C 5.2419 5.3803 3.2722 0.0 0.0 0.0 -0.11
C 6.3918 5.5877 2.5218 0.0 0.0 0.0 -0.13
C 6.5625 4.8827 1.3375 0.0 0.0 0.0 -0.11
C 5.6004 3.9843 0.9093 0.0 0.0 0.0 -0.05
H 3.3822 4.3189 3.4326 0.0 0.0 0.0 0.11
H 5.0939 5.9245 4.1976 0.0 0.0 0.0 0.09
H 7.1449 6.2912 2.8550 0.0 0.0 0.0 0.09
H 7.4530 5.0363 0.7397 0.0 0.0 0.0 0.09
H 5.7303 3.4394 -0.0169 0.0 0.0 0.0 0.11